[1]
The following is a DFT calculation (wB97M-V/def2-TZVPD) of a molecular structure, C46H54AsCsF3N9O3S4 in a non-equilibrium geometry.

**Energy relative to the best compared isomer or geometry (same formula, charge and spin)**: 0.000 eV
**LUMO level**: 3.6 eV
**Charge**: -2
**Kohn-Sham gap**: 5.03 eV
**E_HOMO**: -1.5 eV

Structure (XYZ):
```
121
Properties=species:S:1:pos:R:3:lowdin_charge:R:1
Cs 0.9667 0.1441 -1.1135 1.153
S -4.6774 -0.2490 1.6908 0.307
C -3.0224 -0.6439 1.7979 -1.783
S -2.3452 -2.0616 1.1511 0.460
S -1.9768 0.4362 2.7067 0.495
C 1.3170 -4.3938 -3.3269 -0.075
C 2.6418 -4.4376 -3.7143 -0.080
C 3.6034 -3.8833 -2.8876 -0.023
C 3.2029 -3.2981 -1.6944 -0.231
N 1.9266 -3.2628 -1.3084 0.124
C 1.0103 -3.7957 -2.1168 -0.127
C 4.1904 -2.6925 -0.7530 -0.220
C 5.4394 -3.2692 -0.5498 -0.030
C 6.3062 -2.6885 0.3627 -0.080
C 5.9053 -1.5520 1.0425 -0.059
C 4.6413 -1.0443 0.7734 -0.105
N 3.7996 -1.5989 -0.0966 0.128
H 0.5327 -4.7782 -3.9654 0.104
H 2.9231 -4.8690 -4.6669 0.105
H 4.6470 -3.8745 -3.1805 0.108
H -0.0169 -3.7420 -1.7638 0.105
H 5.7183 -4.1669 -1.0863 0.103
H 7.2819 -3.1245 0.5454 0.098
H 6.5448 -1.0695 1.7700 0.098
H 4.2827 -0.1569 1.2786 0.092
C -4.4105 -3.2440 -4.4915 -0.117
C -4.5127 -2.8526 -3.0117 -0.275
C -3.1637 -2.7472 -2.3033 -0.368
S -2.2645 -1.2030 -2.6163 0.887
O -2.4334 -0.9121 -4.0939 -0.547
C -3.4060 -0.0756 -1.7061 -0.354
C -3.9893 1.0014 -2.6106 -0.284
C -3.0080 2.1463 -2.8633 -0.090
H -5.3994 -3.2711 -4.9625 0.062
H -3.9568 -4.2370 -4.5962 0.068
H -3.7886 -2.5262 -5.0238 0.045
H -5.1088 -3.5969 -2.4817 0.104
H -5.0408 -1.8986 -2.9257 0.100
H -2.4902 -3.5534 -2.6198 0.081
H -3.2562 -2.7724 -1.2162 0.007
H -2.7937 0.3578 -0.9123 0.062
H -4.1708 -0.6739 -1.2174 0.048
H -4.9051 1.3742 -2.1462 0.106
H -4.2555 0.5510 -3.5700 0.091
H -2.6746 2.5872 -1.9185 0.055
H -3.4592 2.9357 -3.4712 0.075
H -2.1284 1.7760 -3.3892 0.042
C -3.1382 5.7916 2.3752 -0.085
C -4.0516 4.7654 1.6996 -0.400
C -4.2909 3.5710 2.6203 -0.088
C -3.4989 4.3052 0.3250 -0.102
N -2.0380 4.2816 0.2614 -0.126
C -1.1773 3.3584 0.6976 -0.163
N 0.0431 3.8209 0.5336 0.033
N -0.0915 5.0538 -0.0290 -0.040
N -1.3422 5.3400 -0.1990 0.029
H -3.6722 6.2828 3.1946 0.073
H -2.7925 6.5584 1.6782 0.064
H -2.2596 5.2950 2.8010 0.070
H -5.0109 5.2497 1.4906 0.122
H -3.3771 2.9825 2.7691 0.037
H -5.0357 2.8862 2.2131 0.050
H -4.6337 3.9105 3.6058 0.078
H -3.8201 4.9827 -0.4583 0.117
H -3.8556 3.3000 0.1021 0.120
H -1.4611 2.3992 1.1486 0.065
C -0.3833 -1.3218 -6.5699 -0.045
N 0.1156 -0.3162 -5.6485 -0.067
C -0.4481 0.9238 -5.6339 -0.101
C -0.0462 1.8759 -4.7809 -0.053
C 0.9889 1.5381 -3.8120 -0.605
N 1.4975 0.2755 -3.8003 -0.043
C 1.1043 -0.6607 -4.6855 -0.528
O 1.5643 -1.8140 -4.7304 -0.018
N 1.4617 2.3875 -2.9371 -0.045
H -0.3611 -0.9423 -7.5949 0.079
H -1.4069 -1.6046 -6.3068 0.071
H 0.2608 -2.1889 -6.4864 0.074
H -1.2274 1.0919 -6.3647 0.124
H -0.4943 2.8599 -4.7814 0.096
H 1.0268 3.2993 -3.0381 0.037
H 3.3620 2.6131 -2.5155 0.103
O 1.0098 0.2311 1.2586 -0.941
As 0.6649 -0.2430 2.8149 1.032
C 0.1325 -2.0779 3.0906 -0.400
C 0.8498 -2.9966 2.3269 -0.129
C 0.7125 -4.3541 2.5797 -0.083
C -0.1355 -4.7894 3.5953 -0.104
C -0.8580 -3.8655 4.3399 -0.094
C -0.7203 -2.5041 4.0927 -0.136
C 0.3801 1.1780 4.1201 -0.395
C 0.4005 2.4847 3.6518 -0.127
C 0.0893 3.5335 4.5103 -0.084
C -0.2478 3.2735 5.8342 -0.105
C -0.2409 1.9644 6.3059 -0.097
C 0.0810 0.9173 5.4527 -0.104
C 2.5040 -0.5437 3.6168 -0.248
C 2.9032 -1.6017 4.4251 -0.087
C 4.1469 -1.5940 5.0569 -0.101
C 5.0158 -0.5244 4.8870 -0.119
C 4.6337 0.5482 4.0817 -0.104
C 3.3885 0.5359 3.4671 -0.131
H 1.4928 -2.6481 1.5239 0.095
H 1.2783 -5.0684 1.9915 0.098
H -0.2396 -5.8474 3.7996 0.088
H -1.5375 -4.2064 5.1131 0.095
H -1.3098 -1.7798 4.6414 0.091
H 0.6462 2.6737 2.6134 0.073
H 0.0966 4.5530 4.1395 0.097
H -0.5235 4.0868 6.4963 0.089
H -0.5028 1.7589 7.3369 0.092
H 0.0906 -0.1024 5.8201 0.100
H 2.2468 -2.4531 4.5641 0.093
H 4.4363 -2.4258 5.6900 0.090
H 5.9808 -0.5204 5.3828 0.087
H 5.3042 1.3910 3.9449 0.097
H 3.0860 1.3713 2.8446 0.103
F 4.8192 3.6917 -3.4449 0.061
C 4.3953 2.9701 -2.3692 -0.429
F 4.5071 3.7818 -1.2867 0.073
F 5.2864 1.9572 -2.2004 0.069
```

[2]
The following is a DFT calculation (wB97M-V/def2-TZVPD) of a molecular structure, C46H54FNO3Si2.

**LUMO level**: 0.2 eV
**Kohn-Sham gap**: 9.27 eV
**E_HOMO**: -9.1 eV

Structure (XYZ):
```
107
Properties=species:S:1:pos:R:3:lowdin_charge:R:1
C -3.5508 0.3496 -0.7254 -0.049
C -4.8316 -0.0557 -0.0576 -0.438
F -4.5806 -0.5902 1.2210 -0.062
C -5.5522 -1.0877 -0.8840 -0.226
Si -4.7837 -2.7711 -0.6281 0.554
O -4.7810 -3.5209 -2.1074 -0.427
Si -3.4162 -3.8612 -2.9481 0.533
C -3.5017 -2.8278 -4.5429 -0.283
O -4.3954 -1.7175 -4.3419 -0.174
N -5.7215 -2.0750 -4.6375 -0.040
O -6.4627 -1.2139 -4.3929 0.067
H -3.7802 1.1312 -1.4294 0.082
H -3.1170 -0.4625 -1.2836 0.049
H -2.8406 0.7176 -0.0086 0.063
H -5.4550 0.8178 0.0560 0.138
H -6.6192 -1.1066 -0.7362 0.083
H -5.3757 -0.8594 -1.9216 0.058
H -5.5100 -3.6219 0.3355 -0.018
H -3.3985 -2.5838 -0.1496 -0.004
H -2.2223 -3.4085 -2.1999 -0.024
H -3.3444 -5.3110 -3.2154 -0.020
H -2.5531 -2.3769 -4.7691 0.061
H -3.8409 -3.3889 -5.3946 0.072
C 0.2146 0.4546 -2.7400 -0.099
C -0.0310 -0.5452 -1.8096 -0.106
C 0.8473 -0.7477 -0.7551 -0.078
C 1.9726 0.0550 -0.6300 -0.103
C 2.2208 1.0537 -1.5620 -0.096
C 1.3430 1.2528 -2.6180 -0.104
H -0.4741 0.6129 -3.5603 0.103
H -0.9139 -1.1663 -1.9020 0.075
H 0.6531 -1.5267 -0.0299 0.107
H 2.6552 -0.0976 0.1954 0.092
H 3.0982 1.6793 -1.4638 0.104
H 1.5352 2.0319 -3.3437 0.105
C -1.9317 3.7245 -1.1623 -0.096
C -2.7334 4.8508 -1.0443 -0.092
C -2.2974 5.9379 -0.3012 -0.099
C -1.0559 5.9007 0.3153 -0.101
C -0.2547 4.7749 0.1943 -0.095
C -0.6945 3.6812 -0.5391 -0.087
H -2.2731 2.8769 -1.7411 0.084
H -3.6986 4.8820 -1.5328 0.101
H -2.9235 6.8153 -0.2062 0.101
H -0.7121 6.7496 0.8912 0.101
H 0.7121 4.7510 0.6765 0.101
H -0.0763 2.7959 -0.6295 0.087
C -2.7127 3.1748 3.2292 -0.091
C -3.0059 1.8872 2.8065 -0.087
C -3.3486 0.9092 3.7281 -0.082
C -3.4109 1.2253 5.0780 -0.098
C -3.1243 2.5158 5.5032 -0.114
C -2.7691 3.4895 4.5793 -0.099
H -2.4394 3.9336 2.5059 0.096
H -2.9622 1.6453 1.7555 0.074
H -3.5588 -0.0951 3.3932 0.094
H -3.6807 0.4655 5.7995 0.102
H -3.1731 2.7623 6.5559 0.101
H -2.5379 4.4929 4.9117 0.102
C 0.2302 1.3332 4.6694 -0.070
C 0.6008 1.5600 3.3529 -0.074
C 1.8156 1.0820 2.8817 -0.093
C 2.6600 0.3728 3.7238 -0.096
C 2.2897 0.1446 5.0401 -0.105
C 1.0766 0.6265 5.5113 -0.097
H -0.7151 1.7038 5.0362 0.075
H -0.0585 2.1084 2.6958 0.087
H 2.1035 1.2574 1.8534 0.076
H 3.6058 -0.0024 3.3543 0.099
H 2.9462 -0.4103 5.6984 0.099
H 0.7882 0.4498 6.5403 0.097
C 0.6314 -5.6053 -5.7141 -0.089
C -0.1746 -4.5964 -5.2097 -0.095
C 0.3905 -3.5131 -4.5516 -0.094
C 1.7656 -3.4343 -4.3984 -0.082
C 2.5725 -4.4425 -4.9045 -0.101
C 2.0075 -5.5270 -5.5607 -0.087
H 0.1892 -6.4499 -6.2251 0.102
H -1.2497 -4.6524 -5.3340 0.086
H -0.2368 -2.7246 -4.1545 0.076
H 2.2050 -2.5871 -3.8874 0.104
H 3.6465 -4.3824 -4.7868 0.089
H 2.6406 -6.3117 -5.9529 0.103
C 5.5011 -1.8215 -8.0098 -0.094
C 6.8124 -1.5961 -8.4005 -0.098
C 7.8438 -2.3182 -7.8185 -0.099
C 7.5634 -3.2687 -6.8487 -0.098
C 6.2515 -3.4948 -6.4597 -0.098
C 5.2201 -2.7702 -7.0379 -0.094
H 4.6966 -1.2576 -8.4628 0.101
H 7.0313 -0.8571 -9.1597 0.100
H 8.8671 -2.1400 -8.1211 0.100
H 8.3674 -3.8339 -6.3965 0.100
H 6.0342 -4.2390 -5.7042 0.092
H 4.1968 -2.9450 -6.7328 0.084
C 1.6301 2.4994 8.9997 -0.095
C 2.7556 1.7478 8.6982 -0.093
C 3.7155 1.5139 9.6716 -0.094
C 3.5465 2.0269 10.9490 -0.099
C 2.4193 2.7762 11.2516 -0.100
C 1.4619 3.0141 10.2765 -0.097
H 0.8850 2.6846 8.2365 0.097
H 2.8845 1.3484 7.7011 0.080
H 4.5960 0.9314 9.4344 0.100
H 4.2938 1.8428 11.7094 0.099
H 2.2870 3.1755 12.2483 0.099
H 0.5848 3.6023 10.5118 0.099
```

[3]
The following is a DFT calculation (wB97M-V/def2-TZVPD) of a molecular structure, C46H54FeN8S3 in a non-equilibrium geometry.

**Multiplicity**: 6
**Energy relative to the best compared isomer or geometry (same formula, charge and spin)**: 4.587 eV
**LUMO level (alpha / beta)**: -9.1 / -9.1 eV
**Charge**: +3
**Kohn-Sham gap (alpha / beta)**: 6.21 / 6.50 eV
**E_HOMO (alpha / beta)**: -15.3 / -15.6 eV

Structure (XYZ):
```
112
Properties=species:S:1:pos:R:3:lowdin_charge:R:1
Fe -2.1364 -0.0473 -0.0632 0.716
C -4.3509 2.6873 0.0637 -0.135
C -4.7141 1.4182 -0.6921 -0.175
N -3.5905 0.7146 -1.3527 -0.095
C -4.1403 -0.3330 -2.2513 -0.152
C -3.1490 -1.4441 -2.4942 -0.172
N -2.5902 -1.9641 -1.2369 -0.088
C -3.2657 -3.1555 -0.6711 -0.170
C -4.6458 -2.8875 -0.0980 -0.155
C -4.6783 -2.2312 1.2721 -0.171
N -3.7719 -1.0657 1.4524 -0.081
C -4.3766 -0.0688 2.3437 -0.192
C -3.3955 1.0444 2.6561 -0.142
N -2.6181 1.4741 1.4780 -0.089
C -3.0250 2.7251 0.8117 -0.188
H -5.1780 2.8668 0.7537 0.129
H -4.3295 3.5397 -0.6177 0.130
H -5.4689 1.6875 -1.4346 0.142
H -5.1624 0.6828 -0.0291 0.096
H -3.0690 1.3782 -1.9238 0.129
H -4.4355 0.0977 -3.2101 0.147
H -5.0397 -0.7157 -1.7786 0.106
H -2.3192 -1.0555 -3.0810 0.090
H -3.6382 -2.2293 -3.0785 0.144
H -1.6311 -2.2357 -1.4294 0.097
H -2.6100 -3.5561 0.1071 0.124
H -3.3605 -3.9184 -1.4490 0.130
H -5.1450 -3.8522 0.0123 0.134
H -5.2496 -2.3269 -0.8087 0.099
H -4.4556 -2.9789 2.0369 0.135
H -5.7001 -1.8945 1.4494 0.128
H -2.9228 -1.4065 1.8959 0.089
H -4.6941 -0.5194 3.2889 0.142
H -5.2779 0.3233 1.8728 0.112
H -2.6864 0.6932 3.4083 0.130
H -3.9372 1.8893 3.0868 0.141
H -1.6647 1.6265 1.7937 0.062
H -2.2140 2.9604 0.1173 0.112
H -3.0867 3.5403 1.5382 0.132
N -0.8861 -0.6252 1.0521 -0.344
S 0.2752 -0.4336 2.0828 0.995
N 1.4644 0.4224 1.3422 -0.437
S 2.3135 -0.0651 0.1490 0.897
N 1.5507 -0.6268 -1.0953 -0.346
S 0.4490 0.1784 -1.9676 0.837
N -0.8881 0.4605 -1.3802 -0.310
C 0.3632 -0.8632 -3.3928 -0.345
C -0.2850 -0.3354 -4.5081 -0.094
C -0.3076 -1.0692 -5.6804 -0.032
C 0.2903 -2.3247 -5.7286 -0.024
C 0.9034 -2.8550 -4.6018 -0.035
C 0.9526 -2.1217 -3.4239 -0.055
C 1.1400 1.6994 -2.5444 -0.329
C 1.9004 1.7490 -3.7076 -0.058
C 2.3728 2.9780 -4.1393 -0.033
C 2.1000 4.1263 -3.4072 -0.028
C 1.3548 4.0567 -2.2355 -0.040
C 0.8616 2.8394 -1.7998 -0.074
C 3.5003 -1.3080 0.5482 -0.326
C 4.2996 -1.0277 1.6544 -0.053
C 5.2987 -1.9223 1.9880 -0.030
C 5.4857 -3.0732 1.2267 -0.024
C 4.6837 -3.3294 0.1234 -0.034
C 3.6813 -2.4378 -0.2324 -0.055
C 3.3312 1.3150 -0.2376 -0.334
C 4.2002 1.1578 -1.3146 -0.056
C 5.0607 2.1959 -1.6171 -0.032
C 5.0441 3.3593 -0.8496 -0.025
C 4.1719 3.4914 0.2215 -0.034
C 3.3014 2.4604 0.5429 -0.051
C 0.9008 -2.1131 2.2241 -0.380
C 1.5750 -2.4378 3.3909 -0.067
C 2.0413 -3.7352 3.5509 -0.033
C 1.8130 -4.6811 2.5610 -0.030
C 1.1149 -4.3420 1.4061 -0.048
C 0.6430 -3.0532 1.2315 -0.097
C 0.8200 1.9701 3.4047 -0.094
C 0.0493 3.0980 3.2565 -0.123
C -0.1458 3.8874 4.3936 -0.067
C 0.4441 3.5284 5.5979 -0.060
C 1.2517 2.3987 5.6844 -0.056
C 1.4481 1.5916 4.5642 -0.110
H -0.7383 0.6483 -4.4667 0.129
H -0.7779 -0.6572 -6.5630 0.126
H 0.2885 -2.8880 -6.6522 0.126
H 1.3598 -3.8347 -4.6428 0.123
H 1.4487 -2.5084 -2.5477 0.084
H 2.1145 0.8547 -4.2766 0.124
H 2.9529 3.0393 -5.0500 0.126
H 2.4751 5.0819 -3.7491 0.125
H 1.1549 4.9544 -1.6659 0.122
H 0.2603 2.7624 -0.9028 0.099
H 4.1458 -0.1218 2.2295 0.125
H 5.9401 -1.7192 2.8348 0.126
H 6.2710 -3.7686 1.4915 0.126
H 4.8425 -4.2197 -0.4702 0.124
H 3.0584 -2.6086 -1.0972 0.094
H 4.2087 0.2385 -1.8886 0.128
H 5.7602 2.0930 -2.4356 0.126
H 5.7331 4.1608 -1.0816 0.125
H 4.1846 4.3912 0.8216 0.124
H 2.6271 2.5301 1.3870 0.097
H 1.7354 -1.6965 4.1649 0.111
H 2.5691 -4.0073 4.4549 0.126
H 2.1637 -5.6955 2.6983 0.125
H 0.9354 -5.0886 0.6431 0.121
H 0.0928 -2.7638 0.3464 0.085
H -0.3616 3.4044 2.2978 0.090
H -0.7559 4.7795 4.3267 0.115
H 0.2888 4.1426 6.4743 0.119
H 1.7213 2.1351 6.6232 0.119
H 2.0861 0.7154 4.6241 0.093
```

[4]
The following is a DFT calculation (wB97M-V/def2-TZVPD) of a molecular structure, C46H55BGeInN7S.

**Energy relative to the best compared isomer or geometry (same formula, charge and spin)**: 0.000 eV
**LUMO level**: 0.4 eV
**Kohn-Sham gap**: 7.22 eV
**E_HOMO**: -6.8 eV

Structure (XYZ):
```
112
Properties=species:S:1:pos:R:3:lowdin_charge:R:1
In 0.5273 0.2614 -0.1889 0.857
C 5.3766 1.6932 1.5896 -0.066
C 4.2537 1.0472 0.7889 -0.364
C 4.7749 0.4456 -0.5175 -0.056
C 3.5243 0.0020 1.5879 -0.262
C 3.8705 -0.5907 2.8116 0.001
C 2.8874 -1.5320 3.0410 -0.065
N 2.0117 -1.4808 2.0300 -0.022
N 2.3938 -0.5430 1.1363 0.048
B 0.8236 -2.3839 1.6818 -0.515
N -0.5533 -1.6647 1.8321 -0.007
C -1.4738 -1.8505 2.7860 -0.069
C -2.6990 -1.4346 2.3118 -0.009
C -2.4476 -1.0082 0.9984 -0.260
N -1.1510 -1.1348 0.7290 0.047
C -3.4470 -0.6740 -0.0736 -0.371
C -4.4562 -1.8232 -0.1908 -0.061
C -2.7902 -0.4322 -1.4272 -0.092
N 0.9318 -2.7983 0.1957 -0.008
C 1.0062 -4.0404 -0.2958 -0.047
C 1.0495 -3.9748 -1.6696 -0.001
C 0.9919 -2.6069 -1.9640 -0.257
N 0.9237 -1.9100 -0.8308 0.040
C 1.0698 -1.9755 -3.3259 -0.354
C 0.6668 -0.5081 -3.3520 -0.078
C 2.4813 -2.1467 -3.8973 -0.052
H 5.8566 2.4771 1.0026 0.079
H 6.1409 0.9574 1.8543 0.080
H 4.9995 2.1489 2.5069 0.085
H 3.5313 1.8275 0.5339 0.103
H 5.5125 -0.3349 -0.3134 0.087
H 5.2421 1.2161 -1.1334 0.080
H 3.9659 -0.0090 -1.0943 0.057
H 4.7225 -0.3734 3.4315 0.102
H 2.7496 -2.2364 3.8451 0.124
H 0.8393 -3.3540 2.3890 0.124
H -1.2001 -2.3048 3.7248 0.127
H -3.6459 -1.4788 2.8217 0.108
H -3.9936 0.2215 0.2275 0.116
H -3.9538 -2.7446 -0.4933 0.089
H -5.2140 -1.5853 -0.9396 0.078
H -4.9636 -2.0138 0.7550 0.072
H -2.2659 -1.3325 -1.7599 0.080
H -2.0878 0.4011 -1.3986 0.023
H -3.5498 -0.1883 -2.1725 0.087
H 1.0226 -4.8821 0.3765 0.126
H 1.1157 -4.7928 -2.3661 0.108
H 0.3759 -2.5281 -3.9676 0.143
H 1.4005 0.1065 -2.8218 0.032
H -0.3238 -0.3419 -2.9205 0.054
H 0.6423 -0.1359 -4.3769 0.096
H 3.2027 -1.5969 -3.2877 0.081
H 2.5331 -1.7627 -4.9173 0.081
H 2.7838 -3.1937 -3.9082 0.078
N -2.4424 2.2431 0.2108 0.241
C -3.3365 2.9617 0.2800 -0.120
C -4.4178 3.9047 0.3780 -0.224
C -4.5201 4.7034 1.5131 -0.034
C -5.5351 5.6417 1.5937 -0.070
C -6.4404 5.7779 0.5499 -0.076
C -6.3383 4.9739 -0.5776 -0.074
C -5.3264 4.0331 -0.6680 -0.034
H -3.7944 4.5959 2.3079 0.123
H -5.6157 6.2722 2.4692 0.107
H -7.2303 6.5150 0.6152 0.105
H -7.0451 5.0839 -1.3892 0.106
H -5.2238 3.4089 -1.5456 0.120
C 0.2499 0.5047 5.7171 -0.427
S 0.5856 1.3993 4.1872 0.747
C -1.0958 1.8080 3.6912 -0.422
H 1.1311 0.5657 6.3540 0.024
H 0.0214 -0.5470 5.5367 0.017
H -0.5853 0.9601 6.2501 0.031
H -1.6909 0.9116 3.5121 0.018
H -1.0064 2.3340 2.7398 -0.018
H -1.5811 2.4368 4.4397 0.034
C 0.6495 2.0657 0.7849 -0.417
Ge 1.0359 3.7377 -0.0872 0.849
C 2.1331 4.6454 1.2629 -0.265
C 3.3968 5.1656 0.9864 -0.105
C 4.1909 5.6987 1.9945 -0.097
C 3.7347 5.7134 3.3047 -0.100
C 2.4844 5.1886 3.6017 -0.088
C 1.6958 4.6602 2.5893 -0.125
C 2.0569 3.8249 -1.7746 -0.275
C 2.5875 2.7118 -2.4115 -0.129
C 3.3016 2.8185 -3.5997 -0.090
C 3.4986 4.0645 -4.1737 -0.097
C 2.9796 5.1949 -3.5532 -0.087
C 2.2670 5.0725 -2.3695 -0.117
C -0.5252 4.8662 -0.4929 -0.278
C -1.0077 5.8209 0.3989 -0.098
C -2.1061 6.6142 0.0820 -0.102
C -2.7351 6.4734 -1.1451 -0.108
C -2.2607 5.5344 -2.0527 -0.096
C -1.1704 4.7414 -1.7246 -0.121
H 1.6095 1.8287 1.2606 -0.105
H 3.7778 5.1511 -0.0294 0.090
H 5.1696 6.0977 1.7561 0.098
H 4.3546 6.1242 4.0920 0.097
H 2.1267 5.1736 4.6239 0.100
H 0.7365 4.2242 2.8469 0.080
H 2.4540 1.7330 -1.9608 0.036
H 3.7061 1.9301 -4.0712 0.100
H 4.0542 4.1578 -5.0985 0.098
H 3.1282 6.1723 -3.9958 0.100
H 1.8567 5.9647 -1.9063 0.108
H -0.5136 5.9663 1.3541 0.092
H -2.4626 7.3506 0.7928 0.101
H -3.5884 7.0924 -1.3959 0.101
H -2.7372 5.4271 -3.0203 0.100
H -0.8065 4.0230 -2.4529 0.102
```